173
Properties=species:S:1:pos:R:3:forces:R:3:lowdin_charge:R:1 method="wB97M-V/def2-TZVPD" homo_lumo_gap_ha=0.323 charge=0 energy_ha=-3923.0323 homo_energy_ev=-8.493 max_force_ev_per_a=7.43 de_lowest_ev=3.847
C 14.25404 8.83006 -19.60257 -0.328 -1.873 4.474 -0.71
O 13.28636 9.54854 -19.31020 -0.240 0.345 -0.316 -0.04
N 14.83692 7.93205 -18.77551 -0.185 0.273 0.146 0.20
N 14.85821 8.83319 -20.72409 1.121 1.549 -5.291 0.18
H 14.43682 7.75556 -17.86510 -0.277 -0.480 0.532 0.04
H 15.54082 7.32907 -19.17682 -0.226 0.030 0.551 0.11
H 15.63634 8.23231 -20.95550 -0.331 0.413 -0.038 0.13
H 14.48783 9.51894 -21.36649 0.508 -0.370 -0.455 0.13
C 11.49762 6.77589 -8.73867 2.360 1.082 0.716 -0.79
O 12.67544 6.73724 -8.42927 2.739 0.733 0.535 -0.01
N 10.79752 7.85994 -8.92445 -0.504 2.208 -0.026 0.20
N 10.88363 5.67065 -8.90206 -3.508 -4.320 -0.883 0.19
H 11.36153 8.68291 -9.08166 -0.302 0.422 -0.096 0.08
H 9.83926 7.75557 -9.22600 0.009 0.474 -0.415 0.05
H 9.91391 5.75573 -9.17134 0.109 -0.712 0.073 0.07
H 11.30260 4.78784 -8.64667 -0.169 0.373 -0.080 0.13
C 17.65421 10.06626 -17.41427 -1.762 0.589 2.338 -0.83
O 18.42816 9.17237 -17.36704 3.896 -3.690 -0.287 0.04
N 16.98620 10.48739 -16.37837 -1.115 0.696 2.994 0.21
N 17.31944 10.69301 -18.46579 -0.349 2.052 -5.733 0.19
H 17.21241 10.04969 -15.49670 -0.510 0.169 0.062 0.06
H 16.30430 11.22295 -16.49703 0.038 -0.110 0.513 0.07
H 17.79639 10.37634 -19.29786 -0.467 0.454 -0.122 0.12
H 16.53468 11.32859 -18.44941 0.035 0.014 -0.336 0.08
C 15.84337 6.50258 -10.10890 0.216 -1.020 -1.264 -0.73
O 16.77431 6.59874 -10.90418 0.586 0.673 0.503 0.01
N 14.75311 5.81376 -10.38263 -2.841 -1.572 -1.682 0.16
N 15.73335 6.89365 -8.85202 2.396 2.088 2.298 0.17
H 13.98552 5.98694 -9.74944 -0.480 -0.312 -0.172 0.05
H 14.51477 5.57376 -11.33430 0.268 0.141 0.128 0.10
H 14.88081 6.86783 -8.31107 0.061 -0.003 -0.199 0.08
H 16.56368 7.33972 -8.48913 -0.402 0.086 0.311 0.12
C 10.72483 6.07416 -18.89012 -3.235 1.299 3.112 -0.74
O 9.92604 6.49567 -18.00835 1.119 -0.714 -0.404 -0.04
N 10.83516 4.81800 -19.22729 -0.419 -2.320 -0.443 0.17
N 11.49111 6.88834 -19.54447 2.510 3.123 -2.375 0.19
H 10.37916 4.15161 -18.62059 0.084 -0.047 -0.590 0.12
H 11.40921 4.60615 -20.03085 0.207 -0.789 0.629 0.09
H 11.51710 7.87691 -19.33920 -0.403 -0.326 0.223 0.07
H 12.00836 6.64242 -20.37639 0.058 -0.403 0.406 0.11
C 11.66272 4.77794 -14.99417 -2.914 0.079 -1.810 -0.78
O 12.81253 4.50778 -14.96468 4.377 -0.567 0.965 0.06
N 11.08405 5.93741 -14.85071 0.053 3.682 1.600 0.20
N 10.73036 3.94023 -15.43588 -1.368 -2.914 -0.592 0.16
H 11.67728 6.69527 -14.54441 -0.378 0.576 -0.034 0.06
H 10.16657 6.14979 -15.21568 0.389 0.015 -0.134 0.12
H 11.01117 2.97034 -15.45932 -0.555 0.015 -0.017 0.12
H 9.78679 4.23332 -15.22637 0.029 -0.906 -0.255 0.10
C 18.25831 8.05129 -14.00250 3.254 -1.845 -0.042 -0.69
O 17.42609 8.92041 -13.97802 -2.128 1.486 0.776 0.00
N 18.76462 7.32808 -12.98722 -0.975 -0.311 2.188 0.18
N 18.95409 7.79616 -15.09774 0.636 -0.273 -1.568 0.17
H 18.23254 7.25524 -12.13183 -0.059 -0.159 0.163 0.06
H 19.57830 6.73835 -13.08850 -0.432 0.292 -0.117 0.11
H 19.55298 6.98485 -15.15447 -0.131 0.516 -0.182 0.11
H 18.87372 8.48779 -15.82937 0.061 -0.354 -1.030 0.05
C 16.23605 11.94873 -12.87949 -1.934 1.517 1.400 -0.73
O 15.70719 12.94540 -12.40145 0.379 0.699 0.026 0.02
N 17.31928 11.90511 -13.63179 2.278 0.527 -1.318 0.17
N 15.70671 10.74617 -12.72263 -0.974 -2.933 0.059 0.17
H 17.79883 12.76070 -13.87282 -0.146 -0.286 0.177 0.12
H 17.79658 11.01689 -13.68962 0.154 0.275 -0.175 0.08
H 16.06890 10.01251 -13.31481 -0.024 -0.265 0.513 0.05
H 15.01122 10.48998 -12.03652 0.301 0.661 -0.333 0.07
C 14.17676 3.93608 -19.00758 -3.963 2.035 -2.119 -0.81
O 13.50029 4.29836 -19.96890 -0.098 0.143 -1.440 -0.01
N 15.41522 3.73214 -18.99232 7.194 -0.859 -1.635 0.18
N 13.68317 3.83346 -17.82433 -2.782 -0.685 4.703 0.20
H 15.89474 3.55081 -18.12210 0.200 -0.243 0.142 0.05
H 15.99200 4.04899 -19.75850 -0.344 -0.358 -0.058 0.13
H 14.28809 3.59279 -17.05216 -0.415 0.141 0.040 0.08
H 12.75968 4.17950 -17.60638 0.180 -0.215 -0.184 0.09
C 9.94738 10.07139 -17.90414 -0.999 -0.936 1.875 -0.80
O 8.90279 10.12416 -17.30315 -1.677 0.566 1.191 0.04
N 11.12747 9.98822 -17.34346 2.449 0.257 1.973 0.18
N 10.00039 9.92355 -19.18428 -0.663 -0.009 -5.305 0.17
H 11.91041 9.75397 -17.93697 0.362 -0.001 0.508 0.04
H 11.13282 9.78942 -16.35323 0.175 0.169 -0.397 0.09
H 10.85212 9.93364 -19.72701 -0.215 0.017 0.173 0.09
H 9.10776 9.82693 -19.64686 0.352 0.113 -0.090 0.13
C 14.21545 12.87437 -18.24349 1.026 -2.272 1.140 -0.76
O 14.91526 12.16081 -17.53072 0.982 -0.706 0.393 -0.01
N 13.90100 14.07149 -17.87633 -0.525 3.618 1.770 0.19
N 13.70547 12.47930 -19.36018 -1.282 -0.761 -3.643 0.20
H 14.14976 14.16516 -16.90194 -0.320 0.830 -0.020 0.13
H 13.09304 14.53793 -18.26328 0.198 0.022 0.423 0.12
H 13.18183 13.16138 -19.88997 0.011 -0.585 -0.176 0.12
H 13.75595 11.51226 -19.64720 -0.182 -0.053 0.147 0.08
C 12.58870 11.35632 -11.65976 0.437 2.198 -0.303 -0.07
C 13.28311 11.47826 -10.30285 0.092 -0.963 -1.595 -0.41
C 12.81471 12.52987 -9.29715 -0.352 1.138 0.694 -0.15
O 12.81457 13.92674 -9.71412 -0.181 -1.534 -1.993 -0.18
C 12.71411 14.83806 -8.66886 0.202 -1.454 1.702 -0.13
N 13.11556 10.12662 -9.78380 -0.534 -0.015 2.271 0.03
H 11.51358 11.17689 -11.66537 -0.003 0.057 0.518 0.08
H 13.03615 10.60759 -12.31342 0.139 -0.070 0.184 0.05
H 12.80561 12.32890 -12.10151 -0.355 0.029 -0.719 0.08
H 14.35390 11.59628 -10.46892 0.024 0.809 -0.223 0.12
H 13.41549 12.49191 -8.38845 0.757 -0.264 0.014 0.12
H 11.84642 12.24894 -8.88292 -0.690 0.069 -0.415 0.12
H 12.48767 15.87496 -8.91716 0.126 -0.373 -0.586 0.09
H 13.62452 14.73685 -8.07809 0.488 0.690 0.094 0.08
H 11.97952 14.44388 -7.96665 -0.698 0.421 0.173 0.08
H 13.43089 10.20381 -8.82740 0.138 -0.755 0.553 0.08
H 13.74380 9.47038 -10.22512 0.167 0.016 -0.174 0.07
C 13.66153 9.82013 -15.70421 0.573 0.045 0.913 -0.03
C 14.06862 8.35965 -15.39655 0.971 1.747 1.041 -0.44
C 13.78892 7.93237 -13.98953 -1.312 0.413 1.386 -0.14
O 12.36492 8.18771 -13.64776 0.739 -0.859 -0.172 -0.23
C 11.89583 7.80342 -12.32044 0.944 1.386 -0.757 -0.06
N 13.48276 7.45652 -16.29190 -1.145 -0.730 -1.907 0.07
H 12.67104 9.99177 -15.28281 -0.130 -0.024 -0.514 0.06
H 13.81919 10.15351 -16.72993 -0.513 -0.538 -0.153 0.06
H 14.25508 10.56650 -15.17626 0.412 -0.351 0.440 0.07
H 15.15192 8.25699 -15.46008 0.383 0.263 -0.144 0.12
H 14.46998 8.42932 -13.29866 -0.181 0.128 0.318 0.11
H 13.97781 6.85979 -13.94485 -0.025 -0.277 0.290 0.11
H 12.19580 8.65059 -11.70366 -0.133 -0.365 0.594 0.05
H 12.31272 6.87109 -11.93955 0.136 -0.137 -0.183 0.09
H 10.80707 7.75195 -12.32683 0.342 0.109 -0.302 0.06
H 13.34772 6.54078 -15.88779 0.119 -0.286 -0.098 0.05
H 12.57306 7.80348 -16.56054 -0.363 -0.230 -0.217 0.08
C 7.55773 15.40084 -13.46909 -0.775 -0.148 -0.667 -0.08
C 8.68435 14.96618 -12.59375 1.894 1.509 0.142 -0.42
C 9.36492 13.67274 -12.97680 -1.167 -1.505 -0.249 -0.24
O 10.09829 13.77154 -14.16977 0.348 -0.849 -0.277 -0.17
C 10.54796 12.47310 -14.57856 0.938 0.496 -1.298 -0.10
N 9.73840 16.01547 -12.61993 -0.698 0.232 0.913 0.04
H 7.87741 15.44224 -14.51034 -0.157 -0.308 -0.146 0.08
H 7.14582 16.38656 -13.25284 0.406 0.115 0.419 0.08
H 6.71806 14.72129 -13.32324 -0.026 -0.205 -0.437 0.08
H 8.29278 14.92767 -11.57724 0.207 -0.357 0.201 0.13
H 8.60382 12.91205 -13.15054 -0.536 -0.258 0.016 0.12
H 9.98465 13.20161 -12.21387 0.308 0.583 0.565 0.11
H 9.80110 11.68703 -14.68992 -0.515 0.277 0.324 0.09
H 11.41929 12.06853 -14.06358 -0.196 0.227 1.006 0.06
H 10.98944 12.59013 -15.56826 -0.355 0.262 -0.318 0.08
H 9.88727 16.40006 -13.54189 0.104 -0.332 -0.067 0.06
H 10.59200 15.61707 -12.25556 0.257 0.215 -0.217 0.06
C 8.87494 6.15902 -12.22791 -0.687 -0.789 0.454 -0.05
C 7.74655 6.26713 -11.14854 0.977 -1.295 1.256 -0.35
C 7.51855 5.04549 -10.19605 -0.688 -2.106 -2.060 -0.21
O 6.46367 5.21977 -9.27476 -0.530 1.655 -0.429 -0.20
C 6.07008 4.10233 -8.51131 1.087 0.427 1.337 -0.10
N 8.19270 7.30099 -10.18746 -1.101 0.250 -1.006 0.02
H 8.87500 6.94861 -12.97934 -0.411 0.393 0.331 0.08
H 8.81501 5.25614 -12.83562 -0.090 -0.290 0.222 0.07
H 9.85109 6.19823 -11.74447 -0.201 -0.294 0.080 0.04
H 6.76512 6.44479 -11.58823 0.008 0.383 -0.122 0.14
H 8.44408 4.64017 -9.78717 0.251 0.413 0.649 0.11
H 7.14021 4.19478 -10.76282 0.403 -0.199 -0.870 0.12
H 5.24801 4.37333 -7.84885 -0.055 0.395 -0.305 0.09
H 6.93322 3.97322 -7.85831 -0.047 -0.948 0.355 0.09
H 5.77950 3.16096 -8.97766 0.290 0.188 -0.820 0.09
H 7.83926 8.11625 -10.66758 0.386 1.023 0.543 0.10
H 7.58428 7.17128 -9.39180 -0.297 0.369 0.425 0.08
C 16.33627 5.40767 -15.92698 -0.974 0.102 -1.034 -0.04
C 16.68816 4.01494 -15.38622 1.888 1.368 -0.491 -0.41
C 15.75716 3.39352 -14.40665 -0.510 -0.326 -0.620 -0.22
O 16.27485 2.16804 -13.97499 0.824 -0.690 0.967 -0.19
C 15.73314 1.65232 -12.74394 0.440 0.688 -0.997 -0.07
N 16.96291 3.17863 -16.55387 -0.390 -0.714 -0.864 0.03
H 17.19385 5.73548 -16.51451 0.132 0.459 0.347 0.08
H 15.93232 6.21187 -15.31201 0.852 -0.263 0.902 0.07
H 15.53222 5.42178 -16.66279 -0.239 -0.746 -0.289 0.05
H 17.70091 4.16957 -15.01401 -0.141 0.021 1.396 0.13
H 14.84773 3.16539 -14.96252 -0.578 0.389 0.275 0.11
H 15.57878 4.09887 -13.59501 -0.175 -0.018 0.179 0.13
H 15.74211 2.43354 -11.98386 -0.172 0.095 0.114 0.08
H 16.40294 0.85990 -12.40996 -0.229 -0.093 -0.166 0.09
H 14.71919 1.30022 -12.93377 -0.086 -0.168 0.276 0.09
H 17.69938 3.61818 -17.08726 0.053 0.519 -0.223 0.08
H 17.42891 2.31713 -16.30739 -0.424 -0.427 0.537 0.09